Computed, not measured: C28H66N2O2 as an isolated structure at a distorted geometry, with ωB97M-V/def2-TZVPD.

The geometry in XYZ format:
```
98
Properties=species:S:1:pos:R:3
C -3.2522 2.4027 -34.3652
C -4.4651 3.3026 -34.0958
C -5.4690 2.6391 -33.1010
C -6.4096 3.6994 -32.5408
C -7.3409 4.5446 -33.5157
C -8.3441 5.3088 -32.6698
H -3.5000 1.4022 -34.7196
H -2.8345 2.2364 -33.3722
H -2.4775 2.9156 -34.9351
H -4.1666 4.3037 -33.7846
H -5.0080 3.4278 -35.0326
H -4.9942 2.1236 -32.2662
H -6.0554 1.8610 -33.5897
H -6.9802 3.2976 -31.7035
H -5.8135 4.4393 -32.0067
H -6.8466 5.1900 -34.2418
H -7.8809 3.7917 -34.0898
H -8.0227 6.0050 -31.8950
H -8.9759 5.8732 -33.3556
H -9.0351 4.5676 -32.2683
C -4.0952 7.1086 -26.6088
C -3.4215 7.3841 -27.9309
C -1.9687 6.7820 -27.9489
C -1.1001 7.3315 -29.1234
C -0.0867 8.4423 -28.7416
C 0.7309 9.0358 -29.9072
H -4.2230 6.0819 -26.2656
H -5.0564 7.6105 -26.4976
H -3.4443 7.5341 -25.8450
H -4.0691 7.0393 -28.7370
H -3.4535 8.4636 -28.0788
H -2.1091 5.7154 -28.1240
H -1.4932 6.8846 -26.9734
H -0.5913 6.5188 -29.6419
H -1.6805 7.7011 -29.9687
H -0.6912 9.2268 -28.2865
H 0.5653 7.9800 -28.0005
H 1.4074 9.7971 -29.5187
H 1.1804 8.2178 -30.4700
H 0.0157 9.5178 -30.5737
C -7.6119 8.5111 -26.7658
C -8.7746 7.6725 -27.4229
C -8.7143 7.5731 -28.9317
C -7.6780 6.5249 -29.4088
C -7.5421 6.3172 -30.8993
C -7.0849 7.5052 -31.7699
H -7.7496 9.5570 -27.0401
H -6.5649 8.3293 -27.0085
H -7.7157 8.3662 -25.6904
H -8.6595 6.6941 -26.9563
H -9.6962 8.1093 -27.0384
H -8.4552 8.5580 -29.3200
H -9.7226 7.3688 -29.2918
H -6.6830 6.8257 -29.0807
H -7.8206 5.5415 -28.9609
H -6.9722 5.4176 -31.1315
H -8.5436 6.0504 -31.2368
H -7.4704 7.4461 -32.7877
H -7.3055 8.5328 -31.4810
H -5.9977 7.5340 -31.8422
C -6.7429 1.6224 -29.6853
C -6.5311 3.1324 -29.3380
C -5.4073 3.7492 -30.1849
C -5.2339 5.2958 -29.8410
C -4.0427 6.0272 -30.5762
C -2.6781 5.3424 -30.4148
H -7.2001 1.4071 -30.6511
H -7.3074 1.1648 -28.8729
H -5.8432 1.0105 -29.7508
H -7.4203 3.7245 -29.5548
H -6.3750 3.2790 -28.2692
H -5.5787 3.6495 -31.2567
H -4.4377 3.3536 -29.8823
H -6.1849 5.8079 -29.9878
H -5.1782 5.3227 -28.7528
H -4.0087 6.2202 -31.6484
H -3.7949 6.9481 -30.0484
H -1.8228 5.9138 -30.7754
H -2.4184 5.2819 -29.3580
H -2.6796 4.3738 -30.9149
O -6.0760 8.5747 -33.8322
C -5.3740 7.7598 -33.2487
N -4.1416 8.1339 -32.8760
C -5.7117 6.3184 -33.0553
H -3.8777 9.0960 -33.0334
H -3.5091 7.4504 -32.4851
H -6.5758 6.2090 -32.4000
H -4.9036 5.6847 -32.6896
H -5.8313 5.8475 -34.0310
O -5.1468 10.6899 -30.1175
C -5.0808 9.5471 -30.5965
N -5.5577 9.2977 -31.7737
C -4.4460 8.3372 -29.8599
H -5.1485 8.5307 -32.2878
H -6.0879 9.9635 -32.3175
H -4.8462 7.3564 -30.1166
H -4.5917 8.5709 -28.8053
H -3.3739 8.4392 -30.0282
```

Summary:
**Gap between HOMO and LUMO**: 8.621 eV
**LUMO level**: 0.41 eV
**HOMO energy**: -8.21 eV
**M**: 462.848 g/mol
**Max |F|**: 9.89 eV/Å